No. 1
Formula: C48H38ClF3MnN5O4S2Sb
Source: the Open Molecules 2025 dataset
Level of theory: ωB97M-V with the def2-TZVPD basis set

Spin multiplicity: 2
Orbital gap (spin up / spin down): 7.29 / 7.15 eV
Maximum force: 0.017 hartree/bohr
E: -146238.286 eV
Relative energy (zero: lowest compared OMol25 entry of this formula, charge and spin): 11.4 kcal per mole

```
103
Properties=species:S:1:pos:R:3:forces:R:3
Mn -0.6841 1.0630 0.6150 0.5 0.2 -0.5
O -3.0710 1.5816 5.7853 0.0 0.3 0.1
C -2.8981 2.8111 5.3245 -0.1 -0.3 0.2
O -3.2088 3.7865 5.9571 0.0 0.1 0.1
C -2.2881 2.9435 3.9693 0.0 0.1 -0.1
C -1.9770 4.1338 3.3398 0.0 0.1 0.0
Cl -2.0982 5.7139 3.9437 0.0 0.0 0.0
N -1.4672 3.8674 2.1076 0.1 -0.4 0.4
N -1.3850 2.5211 1.9351 -0.3 0.4 0.4
C -1.9104 1.9732 3.0280 0.3 0.2 -0.1
C -1.9924 0.4813 3.0316 0.1 0.0 -0.3
O -2.4256 -0.1300 4.0079 0.1 -0.1 0.0
O -1.5775 -0.0349 1.9433 -0.7 -0.3 0.4
C -1.1432 4.8062 1.0802 -0.1 0.0 -0.1
C -0.0260 4.6131 0.2931 0.2 0.0 0.0
C 0.2638 5.5079 -0.7229 0.0 -0.1 0.0
C -0.5618 6.5951 -0.9532 0.0 0.0 0.1
C -1.6924 6.7691 -0.1706 0.0 0.0 0.0
C -1.9940 5.8743 0.8436 -0.1 0.0 -0.2
H -2.7940 0.8712 5.1322 -0.1 0.0 0.0
H 0.5954 3.7428 0.4313 0.0 0.0 0.1
H 1.1306 5.3337 -1.3451 0.0 0.0 0.0
H -0.3389 7.2903 -1.7480 0.0 0.0 -0.1
H -2.3631 7.5956 -0.3558 0.0 0.0 0.0
H -2.9050 5.9965 1.4077 0.0 0.0 0.1
F -1.6942 2.4428 -4.4252 0.0 0.1 0.0
C -0.6857 3.2370 -4.0267 -0.1 0.0 0.0
F -1.2320 4.3623 -3.5327 0.0 -0.1 -0.1
F -0.0105 3.5897 -5.1387 0.0 0.0 0.0
C 0.2106 2.5635 -3.0259 -0.1 0.1 0.0
C 1.5486 2.3889 -3.2910 0.1 -0.1 0.0
C 2.3895 1.7970 -2.3447 -0.2 0.0 0.0
C 1.8347 1.4132 -1.1455 0.0 0.0 -0.2
N 0.5371 1.5801 -0.8756 0.1 0.2 -0.3
C -0.3063 2.1314 -1.7850 0.1 0.0 -0.1
S -1.9026 2.2002 -1.1970 -0.3 -0.1 0.0
H 1.9470 2.7123 -4.2424 0.0 0.0 0.0
H 3.4384 1.6455 -2.5393 0.1 0.0 0.0
H 2.4250 0.9518 -0.3666 0.1 0.0 0.0
C -2.9827 -0.2710 -3.7208 0.0 0.2 0.0
C -3.5084 -1.6576 -3.5141 0.0 0.0 0.0
C -4.4120 -2.1909 -4.4249 0.0 0.0 0.0
C -4.9202 -3.4694 -4.2707 0.0 -0.1 0.0
C -4.5275 -4.2375 -3.1890 0.0 0.0 0.0
C -3.6247 -3.7172 -2.2719 0.0 0.0 0.0
C -3.1034 -2.4377 -2.4279 0.0 -0.1 0.1
Sb -1.7318 -1.6575 -0.9737 0.2 0.0 -0.2
C -1.8142 -3.3076 0.3816 0.0 0.2 0.1
C -2.5710 -3.0182 1.5159 0.0 0.1 0.1
C -2.6991 -3.9229 2.5570 0.1 0.0 0.0
C -2.0491 -5.1414 2.4709 0.0 0.0 0.0
C -1.3081 -5.4462 1.3407 0.0 -0.1 0.0
C -1.1836 -4.5507 0.2820 0.0 -0.1 -0.1
C -0.4321 -4.9916 -0.9421 0.1 0.0 -0.1
C 0.2213 -2.0259 -1.8276 0.0 -0.1 0.0
C 1.2089 -1.8195 -0.8706 0.1 0.0 0.2
C 2.5557 -2.0154 -1.1298 0.0 0.0 -0.1
C 2.9402 -2.3967 -2.4045 0.1 0.0 0.1
C 1.9726 -2.5886 -3.3746 0.0 -0.1 -0.1
C 0.6147 -2.4279 -3.1089 -0.1 0.1 0.0
C -0.3627 -2.7106 -4.2108 0.0 -0.1 -0.1
H -3.1325 0.0534 -4.7488 0.0 0.0 0.0
H -1.9143 -0.1951 -3.5058 0.0 0.0 0.0
H -3.4738 0.4492 -3.0649 0.0 0.0 0.0
H -4.7179 -1.5914 -5.2731 0.0 0.0 0.0
H -5.6207 -3.8622 -4.9946 0.0 0.0 0.0
H -4.9168 -5.2372 -3.0544 0.0 0.0 0.0
H -3.3272 -4.3237 -1.4271 0.0 0.0 0.1
H -3.0514 -2.0520 1.6112 0.0 0.0 0.0
H -3.2778 -3.6635 3.4308 -0.1 0.0 0.1
H -2.1240 -5.8599 3.2759 0.0 0.0 0.0
H -0.8300 -6.4148 1.2616 0.0 0.0 0.0
H -0.4192 -6.0791 -0.9971 0.0 0.0 0.0
H 0.6021 -4.6415 -0.9397 0.0 0.0 0.0
H -0.8946 -4.6157 -1.8547 0.0 0.0 0.0
H 0.9226 -1.5178 0.1337 0.0 0.0 0.0
H 3.2907 -1.8706 -0.3487 0.0 0.0 0.0
H 3.9835 -2.5506 -2.6423 0.1 0.0 0.0
H 2.2736 -2.8958 -4.3684 0.0 0.0 0.0
H 0.1302 -3.2308 -5.0308 0.0 0.0 0.0
H -0.7893 -1.7909 -4.6104 0.0 0.0 0.0
H -1.1944 -3.3231 -3.8688 0.0 0.0 0.0
S 4.2034 0.0383 5.0552 0.0 0.0 0.1
C 2.9489 0.3332 3.8258 0.0 -0.1 0.0
C 2.8187 1.5683 3.2111 0.0 0.0 0.0
C 1.8461 1.7356 2.2457 0.0 -0.1 -0.2
N 1.0022 0.7656 1.8710 -0.1 -0.3 0.5
C 1.1117 -0.4171 2.4990 0.1 0.1 0.0
C 2.0679 -0.6734 3.4665 0.0 0.0 -0.1
C 5.5833 -0.1537 3.9439 0.1 0.0 -0.1
C 5.9089 -1.3996 3.4307 -0.1 0.0 0.0
C 6.9845 -1.4947 2.5607 -0.1 -0.2 0.0
N 7.7275 -0.4607 2.1892 0.1 0.0 -0.1
C 7.4173 0.7230 2.7004 0.0 0.2 0.0
C 6.3652 0.9319 3.5793 0.0 0.0 0.1
H 3.4600 2.3942 3.4803 0.0 0.0 0.0
H 1.7508 2.6852 1.7435 -0.1 0.1 -0.1
H 0.3936 -1.1774 2.2303 -0.1 0.0 0.0
H 2.1131 -1.6447 3.9350 0.0 -0.1 0.0
H 5.3392 -2.2764 3.7015 0.0 0.0 0.0
H 7.2589 -2.4553 2.1430 0.0 -0.1 0.0
H 8.0418 1.5536 2.3964 0.0 0.1 0.0
H 6.1679 1.9164 3.9774 0.0 0.1 0.0
```
Forces are in eV/Å.

=====

No. 2
Formula: C48H38FN3O6P
Source: the Open Molecules 2025 dataset
Level of theory: ωB97M-V with the def2-TZVPD basis set

Spin multiplicity: 1
Charge: +1
Orbital gap: 7.84 eV
Maximum force: 0.066 hartree/bohr
E: -79146.382 eV

```
97
Properties=species:S:1:pos:R:3:forces:R:3
C 4.8418 0.5081 2.4873 0.2 -0.4 0.9
P 4.4705 -0.7495 1.1220 0.6 1.4 -1.6
C 6.0028 -1.8439 1.0172 -0.7 -1.1 0.7
C 2.9201 -1.7350 1.5543 -0.5 -0.2 1.1
C 1.6007 -1.0151 1.1202 0.6 0.2 0.0
C 0.2990 -1.8461 1.3746 -1.0 1.4 -0.9
N 0.4700 -3.3270 1.4569 3.1 0.3 1.4
C 1.8081 -3.7835 1.4070 0.7 0.2 -0.9
N 1.9928 -5.0144 1.8881 -1.8 0.7 0.0
F 3.1738 -5.6401 1.8881 0.3 0.2 -0.1
N 2.9015 -3.0847 0.8493 -1.6 -0.2 2.0
H 4.0233 0.5754 3.2592 0.7 0.1 -0.8
H 5.0442 1.5232 2.0429 -0.5 -1.1 0.3
H 5.7802 0.2186 3.0385 -0.9 0.2 -0.5
H 6.8668 -1.3397 1.5134 -0.7 -0.3 -0.6
H 6.2031 -2.0877 -0.0624 -0.1 0.3 1.2
H 5.8208 -2.8054 1.5923 0.5 0.8 -0.6
H 2.9667 -1.9809 2.6591 -0.5 0.5 -0.8
H 1.5200 -0.0561 1.6948 0.0 -0.7 -0.7
H 1.6749 -0.8021 0.0159 0.1 -0.1 1.2
H -0.4014 -1.6470 0.5122 0.8 -0.2 0.9
H -0.2546 -1.4731 2.2825 0.7 -0.6 -0.7
H 0.1009 -3.5934 2.3788 -0.2 -0.4 -0.7
H 1.2031 -5.5465 2.2645 0.7 -0.2 -0.3
H 3.8004 -3.5086 1.0963 -0.5 -0.6 -0.5
C 2.6007 -6.7586 -1.5946 -0.1 0.1 -0.1
C 2.6040 -7.8405 -2.4717 -0.1 0.1 -0.1
C 2.0159 -7.7220 -3.7239 0.1 -0.1 0.2
C 1.4114 -6.5236 -4.0990 0.2 -0.1 0.3
C 1.3877 -5.4495 -3.2113 0.1 -0.1 0.1
C 1.9935 -5.5660 -1.9637 0.1 -0.3 0.2
C 0.7063 -4.1833 -3.5743 -0.1 0.6 0.3
O 0.6911 -3.2445 -2.7950 0.0 -0.2 0.0
C 0.0395 -4.0842 -4.8926 -0.1 0.0 -0.2
C -0.6541 -2.9227 -5.2275 -0.1 0.1 -0.2
C -1.2713 -2.8157 -6.4666 0.1 -0.1 0.1
C -1.1909 -3.8639 -7.3798 0.1 0.0 0.1
C -0.5058 -5.0253 -7.0489 -0.1 0.1 -0.1
C 0.1030 -5.1425 -5.8014 -0.1 0.2 -0.1
C 0.8012 -6.4002 -5.4455 0.0 -0.5 -0.7
O 0.8696 -7.3182 -6.2388 0.0 0.1 0.2
H 3.0684 -6.8493 -0.6202 0.0 0.0 -0.1
H 3.0673 -8.7754 -2.1791 0.0 0.1 0.0
H 2.0249 -8.5639 -4.4056 -0.1 0.2 -0.1
H 1.9875 -4.7270 -1.2778 -0.1 0.1 -0.2
H -0.7172 -2.1028 -4.5224 0.1 -0.1 0.0
H -1.8143 -1.9138 -6.7230 0.0 -0.1 0.0
H -1.6670 -3.7762 -8.3492 0.0 0.0 0.1
H -0.4501 -5.8398 -7.7609 0.1 0.0 0.2
C -2.1157 7.7089 -0.9196 0.1 -0.1 0.0
C -1.7217 7.8803 0.4050 0.1 -0.1 0.0
C -0.7476 7.0574 0.9537 -0.1 0.2 0.0
C -0.1713 6.0509 0.1819 -0.2 0.1 -0.1
C -0.5837 5.8638 -1.1389 -0.1 0.2 0.1
C -1.5495 6.7030 -1.6907 -0.1 0.1 0.0
C -0.0157 4.7664 -1.9568 -0.3 0.1 -0.7
O -0.3707 4.6025 -3.1084 0.1 -0.1 0.2
C 0.9881 3.8627 -1.3432 0.2 -0.2 0.1
C 1.4889 2.7897 -2.0792 0.1 -0.2 0.0
C 2.4361 1.9441 -1.5168 -0.1 0.1 0.0
C 2.8946 2.1730 -0.2217 -0.1 0.2 0.1
C 2.3958 3.2380 0.5156 0.1 -0.2 -0.1
C 1.4340 4.0790 -0.0396 0.1 -0.2 -0.2
C 0.8797 5.1900 0.7713 0.1 0.3 0.8
O 1.2789 5.3849 1.9046 0.0 -0.1 -0.2
H -2.8698 8.3579 -1.3491 0.0 0.0 0.0
H -2.1738 8.6580 1.0091 0.0 0.0 0.0
H -0.4405 7.1978 1.9831 0.1 -0.1 -0.1
H -1.8631 6.5701 -2.7191 0.1 -0.1 0.1
H 1.1372 2.6096 -3.0882 -0.1 0.2 0.1
H 2.8198 1.1058 -2.0880 0.0 0.1 0.0
H 3.6367 1.5137 0.2145 -0.1 0.1 -0.2
H 2.7511 3.4093 1.5257 -0.1 0.2 -0.1
C -1.1777 2.1313 1.2201 -0.1 0.0 0.0
C -0.6088 2.0379 2.4883 -0.2 -0.1 0.1
C -1.4149 2.0788 3.6177 0.2 -0.1 -0.1
C -2.7940 2.2254 3.4834 0.2 0.0 -0.3
C -3.3611 2.3434 2.2143 0.3 0.0 0.0
C -2.5504 2.2846 1.0820 0.2 0.0 -0.1
C -4.8223 2.5495 2.0579 -0.5 0.1 -0.6
O -5.3160 2.6481 0.9510 0.1 0.0 0.2
C -5.6650 2.6409 3.2731 -0.2 0.0 0.2
C -7.0299 2.8911 3.1459 -0.2 0.0 0.1
C -7.8304 2.9654 4.2780 0.2 0.0 0.0
C -7.2734 2.7811 5.5409 0.1 0.0 -0.1
C -5.9133 2.5370 5.6733 -0.2 0.0 0.1
C -5.1038 2.4757 4.5407 -0.2 0.0 0.0
C -3.6480 2.2498 4.6958 0.2 -0.1 0.8
O -3.1575 2.0919 5.7983 0.0 0.0 -0.2
H -0.5465 2.0902 0.3384 0.0 0.0 0.0
H 0.4657 1.9320 2.5950 0.0 0.1 0.0
H -0.9690 2.0011 4.6023 -0.2 0.0 0.0
H -2.9884 2.3629 0.0939 -0.1 0.0 0.1
H -7.4691 3.0321 2.1656 0.2 0.0 0.0
H -8.8906 3.1652 4.1770 0.1 0.0 0.0
H -7.9006 2.8324 6.4231 0.0 0.0 0.0
H -5.4836 2.3991 6.6582 0.1 0.0 -0.1
```
Forces are in eV/Å.